[1]
{"formula": "C36H50B2F2N4O17P2", "method": "the ωB97M-V functional and the def2-TZVPD basis", "symbols": ["C", "C", "C", "F", "C", "O", "N", "O", "O", "C", "B", "O", "N", "C", "C", "P", "C", "C", "C", "C", "C", "C", "O", "C", "C", "C", "C", "C", "C", "O", "C", "C", "C", "C", "F", "O", "C", "N", "B", "O", "O", "P", "N", "H", "H", "H", "H", "H", "H", "H", "H", "H", "H", "H", "H", "H", "H", "H", "H", "H", "H", "H", "H", "H", "H", "H", "H", "H", "H", "H", "H", "H", "H", "H", "H", "H", "H", "H", "H", "H", "H", "H", "H", "H", "H", "C", "C", "C", "O", "C", "C", "C", "O", "O", "O", "H", "H", "H", "H", "C", "C", "C", "O", "C", "C", "C", "O", "O", "O", "H", "H", "H", "H"], "coordinates": [[-2.2803, 0.6534, 2.7172], [-1.2572, 1.7102, 3.1207], [-0.0322, 2.0495, 2.2693], [0.8267, 2.7287, 3.1437], [0.7377, 0.9109, 1.5613], [2.1654, 1.1200, 1.5243], [2.6210, 2.4806, 1.5305], [3.7537, 2.5007, 1.7708], [0.5960, -0.2924, 2.2435], [1.2222, -0.3101, 3.5436], [2.5571, -1.1704, 3.4859], [2.8319, -1.8691, 2.3210], [3.4576, -1.2492, 4.6178], [4.6088, -2.1266, 4.3686], [3.9802, 0.0742, 5.0023], [-0.0033, -1.0958, 4.7255], [0.6246, -2.7610, 5.1271], [0.5559, -3.6851, 3.8961], [-0.0741, -0.1544, 6.3132], [1.1115, 0.7049, 6.7397], [0.2672, 0.6015, 0.0727], [-1.2118, 0.7821, -0.1792], [-1.3526, 0.8181, -1.5950], [-2.6130, 0.9040, -2.1179], [-3.7571, 1.1300, -1.3713], [-4.9880, 1.1713, -2.0086], [-5.0855, 1.0113, -3.3821], [-3.9271, 0.8187, -4.1234], [-2.6961, 0.7577, -3.4947], [0.8217, -0.6674, -0.2402], [0.1011, -1.7087, -0.8268], [1.0795, -2.8991, -0.7494], [0.4176, -4.2426, -1.0534], [0.1625, -5.0898, 0.1657], [1.2666, -4.9585, -1.9129], [-1.0270, -2.1154, 0.0093], [-2.2317, -1.9779, -0.4255], [-3.3193, -1.8429, -0.7682], [-0.1486, -1.5326, -2.4019], [0.8879, -0.9486, -3.0772], [-1.2259, -2.0450, -3.0785], [1.1319, 1.7994, -1.1058], [0.7627, 3.3220, -1.0289], [-1.8654, -0.2075, 2.2110], [-2.7825, 0.2938, 3.6101], [-3.0598, 1.0832, 2.0879], [-1.7774, 2.6594, 3.2425], [-0.8787, 1.4782, 4.1159], [-0.3027, 2.8028, 1.5316], [1.4830, 0.6849, 3.8938], [3.0680, -1.2576, 1.6146], [5.2197, -2.1516, 5.2718], [5.2493, -1.7490, 3.5697], [4.2873, -3.1395, 4.1548], [3.2369, 0.8564, 4.9130], [4.8443, 0.3490, 4.3920], [4.3176, 0.0563, 6.0391], [1.6060, -2.7969, 5.5957], [-0.0644, -3.1324, 5.8864], [-0.1213, -4.5148, 4.0727], [0.2836, -3.1464, 2.9919], [1.5354, -4.1290, 3.7252], [-0.2514, -0.9167, 7.0733], [-0.9884, 0.4342, 6.2681], [1.9744, 0.0725, 6.9286], [1.3378, 1.4613, 5.9941], [0.8800, 1.1993, 7.6823], [-1.8430, -0.0022, 0.2182], [-1.5606, 1.7259, 0.2380], [-3.7199, 1.2590, -0.3005], [-5.8743, 1.3214, -1.4113], [-6.0539, 1.0381, -3.8566], [-3.9949, 0.7210, -5.1968], [-1.7922, 0.6176, -4.0730], [1.4378, -2.8889, 0.2792], [1.8893, -2.7387, -1.4521], [-0.5248, -4.1162, -1.5924], [-0.2779, -6.0410, -0.1208], [-0.5027, -4.5776, 0.8540], [1.1062, -5.2837, 0.6737], [0.9501, -1.3577, -3.9489], [-1.9313, -1.4112, -3.2531], [0.9322, 1.2805, -2.3836], [2.4726, 1.5052, -0.8604], [0.0541, 3.5514, -0.3480], [-8.9043, 2.4275, -8.0180], [-8.8378, 2.2208, -6.6954], [-8.1429, 1.0174, -6.1039], [-8.1241, 0.9352, -4.8881], [-7.5492, 0.0466, -6.9967], [-7.6176, 0.2516, -8.3203], [-8.2936, 1.4669, -8.9131], [-8.2834, 1.5616, -10.1262], [-7.1089, -0.5724, -9.2199], [-9.3624, 3.0366, -5.7956], [-9.3972, 3.2864, -8.4504], [-7.0666, -0.8182, -6.5633], [-7.3007, -0.1751, -10.0926], [-9.1618, 2.6461, -4.9225], [8.4207, 1.4522, -1.8496], [8.9510, 2.1956, -0.8683], [8.1035, 2.8219, 0.2147], [8.6897, 3.4625, 1.0672], [6.6676, 2.6287, 0.1748], [6.1405, 1.8877, -0.8085], [6.9886, 1.2426, -1.8780], [6.4043, 0.5761, -2.7132], [4.8435, 1.6459, -0.9425], [10.2445, 2.4477, -0.7520], [9.0188, 0.9985, -2.6269], [6.0673, 3.0925, 0.9441], [4.7598, 1.0871, -1.7422], [10.3418, 3.0037, 0.0462]], "max_force_ev_per_a": 1.420, "smiles": "CC[C@@H](F)[C@@](ON=O)(O[C@H](B(O)N(C)C)P(CC)CC)[C@](COc1ccccc1)(O[C@@](C[C@H](C)F)(OC#N)B(O)O)[PH2]=N.O=C1C=C(O)C(=O)C=C1O.O=C1C=C(O)C(=O)C=C1O", "charge": 0}

[2]
{"formula": "C36H50Br2MnN3O5P", "method": "the ωB97M-V functional and the def2-TZVPD basis", "symbols": ["Mn", "C", "C", "C", "C", "C", "C", "Br", "C", "C", "Br", "C", "O", "C", "N", "H", "H", "H", "H", "H", "H", "N", "C", "C", "C", "O", "O", "H", "H", "H", "H", "H", "H", "O", "N", "C", "C", "C", "C", "C", "H", "H", "H", "H", "H", "O", "P", "C", "C", "C", "C", "C", "C", "C", "C", "C", "C", "C", "C", "C", "C", "C", "C", "C", "C", "H", "H", "H", "H", "H", "H", "H", "H", "H", "H", "H", "H", "H", "H", "H", "H", "H", "H", "H", "H", "H", "H", "H", "H", "H", "H", "H", "H", "H", "H", "H", "H", "H"], "coordinates": [[0.3147, 0.0537, 0.1333], [0.0006, -3.1453, 1.6560], [0.1316, -2.0541, 2.6832], [0.1046, -2.3260, 4.0255], [0.2983, -1.2975, 4.9883], [0.5889, 0.0150, 4.5288], [0.8825, 1.1385, 5.3327], [0.9397, 0.9505, 7.2358], [1.1992, 2.3735, 4.8045], [1.2307, 2.5275, 3.4254], [1.7780, 4.2054, 2.7022], [0.9405, 1.4714, 2.5445], [0.9644, 1.5711, 1.2263], [0.6020, 0.2254, 3.1191], [0.3268, -0.7854, 2.2042], [-0.7471, -3.8828, 1.9596], [0.9523, -3.6781, 1.5304], [-0.2760, -2.7212, 0.6914], [-0.0657, -3.3510, 4.3488], [0.2831, -1.5155, 6.0463], [1.4263, 3.2067, 5.4563], [2.6693, -0.5360, 0.0719], [3.1167, -1.6784, -0.7373], [2.4800, -1.6546, -2.1215], [1.0001, -2.0140, -2.0800], [0.6047, -2.9570, -2.7731], [0.2758, -1.3074, -1.2869], [3.0803, 0.3247, -0.2611], [2.9177, -0.6385, 1.0431], [2.8195, -2.5921, -0.2193], [4.2019, -1.7008, -0.8405], [2.9713, -2.3688, -2.7766], [2.5911, -0.6517, -2.5506], [-0.8448, 1.6458, -0.7473], [-1.2613, 2.4966, 0.1352], [-1.8273, 2.0528, 1.2578], [-2.3305, 2.9399, 2.1877], [-2.2468, 4.2987, 1.9632], [-1.6276, 4.7248, 0.8094], [-1.1324, 3.8009, -0.0895], [-1.8121, 0.9753, 1.3709], [-2.7720, 2.5502, 3.0924], [-2.6300, 5.0086, 2.6868], [-1.4886, 5.7794, 0.6074], [-0.6021, 4.0483, -0.9967], [-2.2072, -0.8781, 0.1680], [-3.6752, -1.1519, 0.0227], [-4.3438, -1.1990, 1.7564], [-3.3509, -1.8465, 2.7436], [-3.5852, -3.3396, 2.9288], [-5.0293, -3.6328, 3.3407], [-6.0345, -3.0561, 2.3404], [-5.8022, -1.5674, 2.0743], [-4.0410, -2.4152, -1.2849], [-5.1811, -3.4471, -1.1156], [-4.7485, -4.7979, -0.5287], [-3.4958, -5.3474, -1.2149], [-2.3680, -4.3231, -1.0918], [-2.7411, -3.0428, -1.8247], [-4.5621, 0.2916, -0.6775], [-6.0536, 0.0265, -1.0606], [-6.3258, 0.2901, -2.5438], [-5.9297, 1.7205, -2.9218], [-4.4856, 2.0618, -2.4588], [-3.7602, 0.8510, -1.8640], [-4.2542, -0.1189, 1.9081], [-3.4562, -1.3480, 3.7156], [-2.3289, -1.6641, 2.4088], [-2.8891, -3.7148, 3.6817], [-3.3535, -3.8608, 1.9936], [-5.2126, -3.2021, 4.3328], [-5.1833, -4.7123, 3.4277], [-7.0517, -3.1882, 2.7175], [-5.9707, -3.6159, 1.4045], [-6.0741, -1.0172, 2.9838], [-6.4760, -1.2205, 1.2871], [-4.3777, -1.7206, -2.0597], [-5.5931, -3.6337, -2.1138], [-6.0018, -3.0342, -0.5191], [-5.5820, -5.4997, -0.6093], [-4.5243, -4.6899, 0.5343], [-3.7029, -5.5295, -2.2785], [-3.2155, -6.3038, -0.7650], [-1.4274, -4.7068, -1.4917], [-2.2063, -4.0977, -0.0347], [-2.8972, -3.2869, -2.8832], [-1.9230, -2.3258, -1.7904], [-4.5223, 1.0429, 0.1145], [-6.7034, 0.6850, -0.4744], [-6.3551, -0.9969, -0.8181], [-7.3834, 0.1247, -2.7576], [-5.7649, -0.4192, -3.1576], [-6.6411, 2.4104, -2.4618], [-6.0232, 1.8484, -4.0026], [-4.5154, 2.8490, -1.6977], [-3.9009, 2.4537, -3.2920], [-2.7665, 1.1292, -1.5338], [-3.6228, 0.0868, -2.6393]], "de_lowest_ev": 0.8242, "max_force_ev_per_a": 1.271, "charge": -1, "s2": 6.07, "multiplicity": 5}

Number 1: M 932.37 g/mol, E_tot -104273.186 eV. Number 2: M 850.53 g/mol, E_tot -233548.855 eV.